1.
DFT (wB97M-V/def2-TZVPD) results for a molecular structure, C6H14N2O in a non-equilibrium geometry.

## Properties
Energy relative to the best compared isomer or geometry (same formula, charge and spin), kcal per mole: 112.7
Total energy, eV: -11472.8846
Orbital gap, eV: 8.634

Structure (ORCA input):
```
! RIJCOSX wB97M-V def2-TZVPD def2/J DEFGRID3
* xyz 0 1
C -1.04803 -1.72777 -0.48643
C -1.22493 0.16605 1.66886
C -1.18129 -0.25585 -0.25879
N -1.85981 0.48745 -1.00280
H -1.83485 1.47355 -0.73307
H -0.33551 -2.16075 0.21310
H -0.69485 -1.91740 -1.50095
H -2.02396 -2.20383 -0.37043
H -0.98406 -0.27765 2.63615
H -2.29880 -0.01803 1.66463
H -1.05211 1.23592 1.58959
C 1.65227 -0.05841 1.40153
C 1.00894 0.73254 -0.83215
N 0.96817 0.66285 -2.23258
C 1.63760 -0.17485 -0.03486
O 0.64854 1.96729 -0.35139
H 0.78839 2.60144 -1.06631
H 0.02268 0.77534 -2.58398
H 1.38892 -0.17882 -2.60022
H 1.86155 -1.13665 -0.47794
H 2.35679 -0.71801 1.90136
H 0.46615 -0.23655 1.68955
H 1.73822 0.96212 1.76714
*
```

natural (NBO) population analysis, charges in e, atoms 1 to 8: atom 1 (C): -0.718, atom 2 (C): -0.774, atom 3 (C): 0.441, atom 4 (N): -0.736, atom 5 (H): 0.361, atom 6 (H): 0.223, atom 7 (H): 0.222, atom 8 (H): 0.239

2.
DFT (wB97M-V/def2-TZVPD) results for a single C6H14N2O molecule in a non-equilibrium geometry.

## Properties
Energy relative to the best compared isomer or geometry (same formula, charge and spin), kcal per mole: 125.5
Total energy, eV: -11472.3280
Orbital gap, eV: 7.689

Structure (ORCA input):
```
! RIJCOSX wB97M-V def2-TZVPD def2/J DEFGRID3
* xyz 0 1
C -1.95899 0.40961 -0.52509
C -0.52476 0.09714 -1.11237
C -2.06250 1.75932 0.01786
C 0.62870 -0.11610 -0.04444
C 0.80066 -1.63579 0.27704
C 1.90357 0.22700 -0.92621
N 0.74337 0.71206 1.08058
N -0.06127 0.35746 2.18958
O -2.27842 2.04259 1.16324
H -2.70099 0.27559 -1.37924
H -2.19836 -0.13752 0.27830
H -0.65291 -0.62353 -1.80363
H -0.16327 1.05488 -1.64164
H -1.76404 2.68332 -0.54428
H 0.01508 -2.12284 0.80769
H 1.74257 -1.82984 0.95787
H 0.91547 -2.04983 -0.71953
H 1.91459 1.35683 -1.27382
H 1.76316 -0.45703 -1.81147
H 2.86744 0.21302 -0.29778
H -0.28697 -0.65664 2.21588
H 0.47193 0.49268 3.12865
H -0.88570 0.92710 2.25267
*
```

natural (NBO) population analysis, charges in e, atoms 1 to 8: atom 1 (C): -0.517, atom 2 (C): -0.407, atom 3 (C): 0.461, atom 4 (C): 0.087, atom 5 (C): -0.661, atom 6 (C): -0.601, atom 7 (N): -0.644, atom 8 (N): -0.524

3.
DFT (wB97M-V/def2-TZVPD) results for 2 unconnected molecules or ions with the total composition C6H14N2O in a non-equilibrium geometry.

## Properties
Structure (SMILES): C=C[C@H](C)O.C=NNC
Energy relative to the best compared isomer or geometry (same formula, charge and spin), kcal per mole: 88.1
Total energy, eV: -11473.9481
Orbital gap, eV: 10.186

Structure (ORCA input):
```
! RIJCOSX wB97M-V def2-TZVPD def2/J DEFGRID3
* xyz 0 1
C -0.28135 -0.18878 -0.53622
C -0.85372 0.26609 -1.62918
C -2.15969 -0.21482 -2.18234
C -3.01591 0.99788 -2.55331
O -2.95502 -1.03196 -1.30521
H 0.75229 0.12478 -0.26432
H -0.81941 -0.89699 0.10317
H -0.41257 1.05845 -2.22390
H -1.95560 -0.80092 -3.10031
H -2.47272 1.63919 -3.27079
H -3.95704 0.66765 -2.99647
H -3.24231 1.58502 -1.65594
H -2.44415 -1.83588 -1.08319
C 2.96716 0.74405 0.62041
N 2.18021 0.18457 1.45810
N 2.62280 0.06499 2.78332
C 1.68217 -0.81845 3.49243
H 3.97416 1.10581 0.88711
H 2.66593 0.93976 -0.41018
H 3.46906 -0.49526 2.76758
H 1.83444 -0.70581 4.57724
H 1.77714 -1.89849 3.24605
H 0.64413 -0.49089 3.27593
*
```

natural (NBO) population analysis, charges in e, atoms 1 to 8: atom 1 (C): -0.394, atom 2 (C): -0.214, atom 3 (C): 0.058, atom 4 (C): -0.614, atom 5 (O): -0.719, atom 6 (H): 0.216, atom 7 (H): 0.192, atom 8 (H): 0.196

- Number 3 is which compound?
  C6H14N2O

- The lowest orbital gap belongs to which entry?
  number 2